# 1
57
Properties=species:S:1:pos:R:3:forces:R:3 method="wB97M-V/def2-TZVPD" homo_ev=-4.41 charge=-1
C -4.10360 -1.19295 -4.26039 -0.03 -0.02 -0.07
C 4.42459 0.83021 2.58942 -0.01 -0.02 0.01
H -6.61496 -2.67235 -2.61545 -0.06 0.05 0.02
C -1.09138 3.00776 2.89154 -0.02 0.01 -0.01
H 3.70430 -1.13114 2.04116 0.01 0.00 0.01
C 5.90981 0.70541 2.25203 0.00 0.02 -0.02
H 0.12150 0.98446 0.33552 -0.01 -0.01 -0.02
H 2.22940 1.72970 0.13376 0.00 0.09 -0.04
H -1.53435 -1.43287 -0.25656 0.01 0.02 0.01
H -0.31724 1.00248 2.77935 0.00 0.00 -0.01
H 3.91809 2.23807 0.18212 0.02 -0.02 0.00
H -3.41167 -0.89913 -1.84701 -0.20 0.25 -0.04
C -2.01152 1.20767 0.50399 -0.02 0.03 0.01
H -1.00859 3.95986 2.36105 -0.01 -0.01 0.00
F -1.90654 -3.00209 -4.79150 0.03 0.07 0.29
C -2.37023 -0.09025 1.22756 -0.01 -0.01 -0.02
O -2.72075 -0.46833 -2.37274 0.17 -0.33 -0.06
H 6.33912 -0.97817 3.54953 -0.01 0.00 -0.01
H 3.25018 1.55102 -1.29565 -0.02 -0.01 0.00
H 4.60904 -0.17985 -0.08001 0.00 -0.01 0.02
H -0.44170 -1.09857 1.08357 -0.01 0.00 0.02
H -4.46736 -0.17436 -4.40189 -0.05 -0.05 0.01
H 6.46560 1.43597 2.84637 0.01 -0.01 0.00
C -2.72258 -1.09102 -3.64140 0.31 0.01 0.18
C 3.23538 1.48046 -0.20767 -0.02 -0.04 0.04
C -1.48970 -1.26904 0.82198 0.03 -0.01 -0.01
H 2.47088 0.10432 2.08769 0.00 0.00 -0.01
H -4.03358 -1.67868 -5.24075 -0.06 0.04 0.05
H -3.41522 -0.32120 1.00498 0.01 -0.02 -0.01
H -5.11641 -3.42445 -3.89152 0.00 0.01 0.01
C -1.95977 -2.41584 -3.56468 -0.05 -0.19 -0.13
H 4.11540 1.86947 2.45007 -0.01 0.00 0.00
H -6.34570 -1.77681 -4.44733 -0.10 0.08 0.03
H -2.31519 0.04950 2.31293 -0.02 0.02 0.00
H 7.54464 -0.72922 2.28530 0.00 0.02 0.00
H -4.67728 -2.30090 -2.14911 -0.12 0.09 0.03
C -0.58725 1.70373 0.75622 0.02 -0.02 -0.02
H -2.72958 1.98404 0.78228 0.00 -0.01 0.02
H -0.43632 2.63532 0.19906 0.00 0.00 0.01
H 0.82191 2.23534 2.28887 0.00 0.00 0.01
C 3.60300 0.07846 0.26523 0.01 -0.01 0.01
I -6.36646 0.28676 -2.08424 -0.14 0.47 0.28
H -1.80377 -2.18967 1.31696 -0.02 0.00 0.00
H -2.14495 2.72499 2.89383 0.00 0.00 0.00
C 3.50455 -0.08793 1.78172 -0.02 0.01 0.00
H -2.05505 -0.48914 -4.27138 -0.16 0.08 0.00
H 4.28357 0.61540 3.65406 0.01 0.00 0.00
F -0.67530 -2.22686 -3.17758 -0.20 -0.01 -0.05
H -2.14376 1.05280 -0.56866 0.01 0.01 0.00
C 6.47688 -0.68668 2.50523 -0.01 -0.02 0.01
P -5.49353 -2.15904 -3.34408 0.52 -0.70 -0.38
H 2.93006 -0.64494 -0.20193 0.00 0.01 -0.02
F -2.48372 -3.31980 -2.71563 0.14 0.16 -0.17
H 5.98506 -1.43887 1.88659 0.00 0.00 -0.01
H -0.79134 3.17474 3.92766 0.02 0.00 0.00
C -0.23131 1.94129 2.22325 0.02 -0.01 0.01
H 6.07467 0.98089 1.20625 -0.01 0.01 0.00



# 2
56
Properties=species:S:1:pos:R:3:forces:R:3 method="wB97M-V/def2-TZVPD" homo_ev=-13.07 charge=+2
S 3.87892 0.23795 1.02557 -0.14 -0.09 -0.51
C -2.05506 -0.59400 1.74696 -0.26 -0.33 0.08
C -2.75044 6.00352 -4.80367 0.09 -0.28 -0.90
H 6.14383 -4.32606 -0.59547 -2.25 1.09 0.60
H -3.57698 -0.52674 -0.63510 1.83 1.80 -0.11
H -1.68500 5.87839 -5.32176 -2.19 0.35 1.47
C 5.11365 -3.77818 -0.34871 1.00 1.10 -1.81
H -1.76867 -0.30229 2.86522 -0.81 -0.43 -2.40
H 0.39935 -0.51941 2.93932 0.02 -1.48 -1.74
H -0.51793 -1.07780 0.10579 -0.59 -1.09 2.26
H 3.54755 -4.34542 5.61003 0.46 2.31 -0.01
H -2.63791 3.59351 -2.17850 0.00 -2.54 -0.64
H -1.85571 0.03653 -1.33847 -2.17 0.72 1.25
H -3.19319 1.35785 1.39118 1.65 -1.23 -1.36
C -4.34886 3.81729 -4.30251 -0.60 -0.11 -1.23
C 0.47049 -1.37910 2.14704 1.88 -0.87 -0.14
H -2.70060 5.80769 -3.64922 0.11 0.73 -2.23
H 0.54040 -3.74081 2.35654 0.79 2.16 1.38
C -2.81077 0.38413 -0.71293 -0.34 -0.42 0.20
H -1.38838 1.47037 0.82543 -1.94 -1.57 -0.10
H -4.52105 1.07248 -2.09024 1.96 1.22 1.30
P 4.12638 -0.40163 2.84672 1.25 0.36 0.25
C -2.70802 2.45827 -2.53754 -0.13 0.45 -0.28
C -3.34734 2.53365 -4.07022 0.85 0.62 0.12
H -3.12111 7.10026 -5.07830 0.77 -2.42 0.91
H -3.11033 4.29225 -6.28360 -1.67 0.95 1.83
H -2.41957 2.68310 -4.79877 -2.04 -0.47 1.43
H -4.60700 4.40914 -3.30483 0.65 -1.29 -2.11
H -1.60242 2.01503 -2.57166 -2.40 0.91 0.04
H -4.07855 2.28590 -0.66515 0.75 -1.39 -1.73
C -3.62402 1.58482 -1.49548 -0.07 -0.16 0.14
H 3.29862 -4.76961 1.29326 1.44 1.67 1.01
H 4.74501 -2.79582 5.71966 -4.37 -1.29 -0.18
H 2.85894 -2.66201 6.20397 1.78 -0.94 -1.07
H -4.61164 5.43426 -6.03706 1.52 -1.35 1.27
H 3.63291 0.52637 3.86908 0.54 -0.72 -0.58
H 4.22637 -4.47715 -0.65904 1.73 1.59 0.78
H -5.36139 3.37551 -4.74462 2.04 1.06 1.11
In 3.10972 -2.67241 3.33908 -1.14 -0.35 1.39
H 1.40368 -1.19719 1.42653 -2.11 -0.03 1.61
Tl 6.51351 -2.41701 5.84799 2.53 0.53 0.42
H 0.32485 -2.83306 4.03324 1.19 0.05 -1.91
H 6.06358 -3.41691 1.54300 -1.20 0.21 -0.40
H -3.91824 1.55526 -4.36653 1.27 1.75 0.69
C 4.09796 -4.19264 1.92344 3.12 -1.01 -2.77
C -2.34553 0.76216 0.81518 -0.01 -0.08 0.72
N 5.11079 -3.40858 1.11795 -2.46 -3.76 1.01
C -0.83691 -1.52184 1.16123 -0.31 0.62 -0.49
H -1.18184 -2.64072 0.98925 0.88 2.31 0.53
H 5.57629 -0.55324 3.02986 -1.00 0.34 0.53
H 4.68474 -5.00976 2.55579 -1.41 2.11 -0.28
H -3.02511 -1.28512 1.80412 1.99 1.71 -0.17
C 3.63661 -3.17753 5.49714 -0.45 -0.27 0.60
C 0.83805 -2.76822 2.97824 -2.35 -0.58 -0.92
C -3.75663 4.86622 -5.46276 0.46 0.32 0.07
H 5.12399 -2.75163 -0.95564 -0.18 -2.48 1.09



# 3
60
Properties=species:S:1:pos:R:3:forces:R:3 method="wB97M-V/def2-TZVPD" homo_ev="-6.74 / -8.50" charge=0 s_squared=8.772 multiplicity=6
H -0.74246 2.14790 -3.53216 0.00 0.03 -0.02
H 3.37771 1.12837 -2.58875 -0.02 -0.01 0.02
S 0.99286 -2.62005 -1.16049 0.14 -0.08 0.07
C 1.54930 -0.47784 2.56746 -0.16 -0.06 -0.05
H 3.18828 3.65165 -1.07650 0.00 0.01 0.03
H 4.28650 -0.34871 1.06246 0.04 0.02 -0.03
H 2.35635 -0.71327 3.26474 0.05 0.06 -0.01
C 2.43539 1.29555 -3.11387 -0.08 -0.08 0.07
H 3.27790 2.22380 2.90642 0.00 0.02 0.00
H -4.05090 -4.36526 0.78644 -0.01 0.00 0.01
H -1.93212 4.78819 1.02242 -0.01 0.00 0.00
H -2.83877 2.33301 -1.49183 0.01 -0.01 -0.02
H -2.68635 2.34675 2.75217 -0.01 0.04 -0.04
H -0.74571 3.72658 -2.74152 -0.01 -0.01 0.00
C -1.77354 1.88632 2.36677 0.10 -0.13 0.04
H 2.66691 1.72621 -4.09081 -0.01 0.04 0.00
Ir -0.48321 -0.87682 -0.56891 -0.24 -0.40 0.24
C 2.27254 3.94272 -1.59544 -0.02 -0.04 0.09
Si 2.09963 0.76653 1.28652 0.16 0.06 -0.02
H 1.02613 -5.55244 1.43048 0.00 0.01 -0.01
C 0.22723 -4.82529 1.29863 0.02 0.01 -0.02
H -0.94343 2.21031 2.99925 -0.01 -0.03 0.03
H -3.85505 2.49108 -0.05000 -0.01 0.02 -0.03
H -2.65452 -5.81844 -0.79155 0.00 0.00 0.01
H -3.16207 0.92105 -0.47470 -0.02 0.01 -0.01
C -0.68896 -3.08545 -1.39977 0.17 0.00 0.02
Si 0.43310 1.28470 -0.29481 -0.12 0.28 0.02
H -2.75916 -5.29918 1.53657 -0.02 0.00 0.01
H 0.70520 -0.08925 3.14193 -0.01 -0.03 0.01
C 2.50014 2.38525 2.15471 0.00 -0.04 0.05
C -2.97119 1.99634 -0.46225 -0.03 0.02 0.08
H -1.56390 -5.52604 -2.14760 0.00 0.00 0.00
Si 1.29736 2.42997 -2.13957 0.23 0.13 -0.31
H -0.52890 -4.98930 2.07039 -0.01 0.01 -0.01
C -2.18258 -5.04329 -1.39115 -0.05 0.03 -0.01
H 4.13403 0.93322 -0.14679 -0.01 0.02 -0.01
C -1.29792 -4.17123 -0.49804 -0.12 -0.08 -0.01
H 0.64021 -3.82243 1.41561 0.01 0.05 -0.03
S -1.73815 -1.87898 1.18535 0.08 0.02 -0.19
C -1.11765 4.23323 0.54931 0.01 0.00 0.00
H 0.26870 3.45519 -4.15899 0.06 0.00 0.00
H 3.32029 -0.61561 -0.39147 -0.01 -0.02 0.00
C 3.59884 0.12708 0.35812 0.00 -0.03 0.06
H 1.61403 2.76515 2.66876 0.02 0.03 0.01
H 1.69224 4.58457 -0.92976 0.01 0.01 0.00
H 2.56122 4.53537 -2.46692 -0.01 -0.01 -0.02
Si -1.47008 2.38634 0.58884 -0.04 0.05 -0.10
H 1.22305 -1.40698 2.09594 0.01 -0.01 0.03
O -1.40484 -2.43960 -2.17682 -0.10 0.12 0.04
C -3.11103 -4.28090 1.34385 0.04 0.05 -0.06
C -0.11243 2.99356 -3.24572 -0.12 -0.11 0.11
H -1.87867 0.80396 2.46922 0.00 0.00 0.01
H -0.19679 4.46380 1.08965 0.00 0.03 0.00
O -0.28815 -5.05586 -0.00383 0.01 0.02 -0.03
H 2.84852 3.15333 1.46338 0.00 0.01 -0.03
C -2.09353 -3.49189 0.58521 0.06 0.05 0.02
H 1.96672 0.32185 -3.27459 0.02 0.01 -0.03
H -2.94165 -4.43600 -1.88081 0.00 -0.03 0.00
H -3.33488 -3.80651 2.29880 -0.01 -0.02 0.01
H -1.01180 4.59766 -0.47394 0.02 0.02 0.00